Molecular formula: C7H15NO
Method: DFT, ωB97M-V with the def2-TZVPD basis set

The orbital gap comes out at 0.359 Ha. Its SMILES is CC(=O)[C@@](C)(N)C(C)C. For the energy relative to the best compared isomer or geometry (same formula, charge and spin), the calculation gives 52.4 kcal/mol. The value obtained for the total energy is -405.653861 hartree. The lowest unoccupied orbital energy comes out at 0.954 eV.

Each line ends with the natural charge from an NBO analysis.
Element x y z (Å)
O: -1.252026 1.467300 -0.827236  -0.60
N: -0.418880 -1.208165 1.471653  -0.84
C: -2.267775 -0.685021 -0.492581  -0.74
C: -1.137250 0.321475 -0.419715  0.67
C: 1.082162 -0.308918 -0.193405  -0.13
C: 0.054334 1.242149 1.616464  -0.62
C: 0.409339 -0.613491 -1.830213  -0.68
C: -0.069298 -0.000188 0.731598  -0.04
C: 2.122116 0.765503 -0.362257  -0.63
H: -0.882422 1.385493 2.157327  0.21
H: -1.920020 -1.703876 -0.359865  0.24
H: 1.636606 1.668767 -0.738655  0.22
H: -0.072360 -1.587708 -1.812681  0.21
H: -2.973778 -0.459309 0.307960  0.24
H: 0.881372 1.132866 2.318013  0.20
H: 2.604567 0.992607 0.588985  0.21
H: 1.363093 -0.744386 -2.338345  0.22
H: 1.480187 -1.301473 0.010685  0.22
H: -0.054518 0.116738 -2.488792  0.24
H: 0.216550 2.140631 1.028657  0.24
H: -1.263630 -1.055981 2.012596  0.36
H: 2.900363 0.439012 -1.049628  0.21
H: -2.765342 -0.570000 -1.453260  0.23
H: 0.326612 -1.434024 2.122694  0.36

Cartesian forces, eV/Å:
0.338 -1.187 -0.201
-0.101 0.035 -0.123
0.358 -0.140 -1.137
-1.566 1.576 3.677
-0.892 -0.372 -3.294
0.117 -0.152 -0.210
2.950 -0.702 1.410
-1.066 0.696 -1.179
0.012 -0.033 0.178
0.061 -0.047 0.143
-0.027 -0.027 -0.011
0.218 0.022 -0.027
-0.242 0.139 -0.145
0.062 0.164 0.017
-0.050 -0.021 0.158
0.010 0.110 0.041
0.218 -0.475 -0.146
0.213 0.090 0.128
-0.464 0.265 0.799
0.031 0.017 -0.076
0.089 -0.038 0.107
-0.023 0.090 -0.119
-0.191 -0.030 0.020
-0.055 0.022 -0.009